(1)
Formula: C35H33BrIrN2O2Si
Source: OMol25
Level of theory: wB97M-V/def2-TZVPD

```
! wB97M-V def2-TZVPD RIJCOSX def2/J DEFGRID3
* xyz 1 1
Ir 1.0952 -0.2517 -0.6508
C 1.2080 2.4137 3.4858
C 0.9620 1.0202 2.9008
C 0.8215 -0.0159 4.0087
C 2.0356 0.6890 1.8834
C 1.9980 1.3720 0.6204
C 2.9914 1.1202 -0.3497
C 4.1124 0.2867 -0.0123
C 5.2226 0.1160 -1.0114
C 4.1530 -0.2949 1.2181
C 3.1027 -0.1174 2.1515
H 0.4183 2.6777 4.1919
H 1.2286 3.1787 2.7080
H 2.1630 2.4404 4.0139
H 0.0038 1.0502 2.3574
H 1.6981 -0.0335 4.6584
H 0.6753 -1.0195 3.6045
H -0.0373 0.2251 4.6355
H 1.3348 2.2084 0.5061
H 3.0619 1.7433 -1.2333
H 4.8915 -0.4660 -1.8744
H 6.0755 -0.3928 -0.5655
H 5.5599 1.0817 -1.3921
H 5.0045 -0.9085 1.4879
H 3.1663 -0.6181 3.1089
O -0.0092 -3.2518 -2.2428
C -0.7851 -2.7395 -1.4985
N -0.5923 -1.4405 -0.8879
C -1.6720 -1.1642 -0.2039
O -1.8601 -0.0051 0.4116
C -2.6711 -2.2456 -0.2264
C -3.9077 -2.3762 0.3623
C -4.6030 -3.5575 0.1015
C -4.0687 -4.5425 -0.7226
C -2.8129 -4.3937 -1.3162
C -2.1288 -3.2342 -1.0409
H -4.3215 -1.6070 1.0000
H -5.5764 -3.7109 0.5465
H -4.6396 -5.4423 -0.9058
H -2.3971 -5.1544 -1.9627
C -3.1956 1.4864 -4.5461
C -3.8904 0.9327 -3.4790
C -3.3173 0.9075 -2.2178
C -2.0393 1.4315 -2.0115
C -1.3491 1.9810 -3.0967
C -1.9265 2.0134 -4.3563
Si -1.2714 1.4163 -0.3480
C -1.6653 2.7883 0.7984
C -0.9983 4.0118 0.6634
C -1.2988 5.0777 1.4960
C -2.2733 4.9322 2.4738
C -2.9431 3.7258 2.6186
C -2.6414 2.6582 1.7872
H -3.6457 1.5056 -5.5297
H -4.8805 0.5243 -3.6304
H -3.8768 0.4857 -1.3909
H -0.3479 2.3780 -2.9650
H -1.3862 2.4421 -5.1895
H 0.2723 1.4084 -0.6254
H -0.2352 4.1414 -0.0989
H -0.7770 6.0182 1.3828
H -2.5107 5.7623 3.1257
H -3.7016 3.6167 3.3820
H -3.1665 1.7193 1.9144
Br 2.3416 -1.0184 -3.3638
C 2.6721 -2.2536 -1.9979
C 3.3028 -3.4489 -2.2707
C 3.4638 -4.3549 -1.2360
C 3.0034 -4.0320 0.0295
C 2.4040 -2.8058 0.2260
N 2.2347 -1.9232 -0.7704
H 3.6393 -3.6615 -3.2737
H 3.9439 -5.3064 -1.4207
H 3.1117 -4.7140 0.8601
H 2.0471 -2.4859 1.1945
*
```

Results
Kohn-Sham gap	6.0348	eV
LUMO	-0.13143	Eh

---

(2)
Formula: C35H33BrIrN2O2Si
Source: OMol25
Level of theory: wB97M-V/def2-TZVPD

```
! wB97M-V def2-TZVPD RIJCOSX def2/J DEFGRID3
* xyz 1 1
Ir -0.6813 -0.6097 -0.1118
C -4.0822 -1.1953 3.2150
C -4.1441 -0.1204 2.1260
C -4.6658 -0.6977 0.8131
C -2.8365 0.6475 1.9897
C -2.2280 1.2001 3.0964
C -1.1202 2.0538 2.9915
C -0.5784 2.3818 1.7721
C 0.4974 3.4166 1.6121
C -1.1560 1.7985 0.6300
C -2.2615 0.9409 0.7267
H -5.0550 -1.6775 3.3171
H -3.8148 -0.7845 4.1873
H -3.3582 -1.9781 2.9787
H -4.8801 0.6177 2.4636
H -3.9583 -1.3982 0.3619
H -4.8793 0.0800 0.0792
H -5.5956 -1.2375 0.9914
H -2.6424 1.0210 4.0809
H -0.7086 2.4911 3.8926
H 0.0537 4.3732 1.3253
H 1.1960 3.1362 0.8229
H 1.0436 3.5652 2.5412
H -0.8596 2.1880 -0.3302
H -2.8327 0.7180 -0.1724
O -2.1909 -0.7383 -2.4160
C -1.3058 0.0415 -2.7237
N -0.3189 0.3956 -1.8212
C 0.4215 1.4702 -2.3103
O 1.1970 2.1454 -1.6830
C -0.0081 1.6522 -3.7362
C 0.4563 2.5201 -4.7000
C -0.1804 2.4916 -5.9399
C -1.2458 1.6327 -6.1860
C -1.7175 0.7677 -5.2009
C -1.0717 0.7948 -3.9831
H 1.2761 3.1959 -4.4969
H 0.1553 3.1543 -6.7264
H -1.7192 1.6422 -7.1587
H -2.5534 0.1051 -5.3804
C 1.7901 1.0449 5.2158
C 0.8889 0.0247 4.9361
C 0.7855 -0.4656 3.6452
C 1.5684 0.0519 2.6068
C 2.4836 1.0588 2.9120
C 2.5908 1.5548 4.2054
Si 1.4432 -0.7636 0.9349
C 2.8725 -0.4880 -0.2322
C 3.4445 -1.6300 -0.8062
C 4.5310 -1.5392 -1.6643
C 5.0802 -0.2976 -1.9494
C 4.5412 0.8451 -1.3750
C 3.4465 0.7501 -0.5299
H 1.8807 1.4274 6.2243
H 0.2779 -0.3920 5.7270
H 0.0880 -1.2726 3.4482
H 3.1318 1.4580 2.1420
H 3.3095 2.3340 4.4259
H 1.5386 -2.2238 1.2292
H 3.0506 -2.6108 -0.5582
H 4.9608 -2.4358 -2.0927
H 5.9345 -0.2217 -2.6096
H 4.9713 1.8149 -1.5894
H 3.0272 1.6570 -0.1187
Br -1.3991 -2.6825 1.3149
C -0.5553 -3.3812 -0.2396
C -0.4039 -4.7008 -0.5687
C 0.2538 -4.9580 -1.7697
C 0.7116 -3.9061 -2.5474
C 0.5121 -2.6051 -2.1202
N -0.1239 -2.3582 -0.9718
H -0.7724 -5.4872 0.0727
H 0.4076 -5.9806 -2.0865
H 1.2273 -4.0828 -3.4798
H 0.8581 -1.7404 -2.6687
*
```

Results
Kohn-Sham gap	7.7388	eV
LUMO	-0.12564	Eh

---

Of them, the most stable is (1) and the least stable is (2).

---

(1)
Formula: C2H2F3N2
Source: OMol25
Level of theory: wB97M-V/def2-TZVPD

```
! wB97M-V def2-TZVPD RIJCOSX def2/J DEFGRID3
* xyz 1 1
C 0.2087 -0.2226 -0.5760
C -1.3803 -0.1332 -0.1852
N 2.1005 0.1204 0.9260
N 1.1880 -0.0058 0.2416
F -1.5173 -0.2326 1.1957
F -1.7454 1.1182 -0.5217
F -2.1189 -1.0709 -0.7328
H 0.6263 -0.5000 -1.6190
H 2.6383 0.9264 1.2714
*
```

Results
Kohn-Sham gap	10.0581	eV
LUMO	-0.25629	Eh
structure (SMILES)	N=[N+]=CC(F)(F)F

---

(2)
Formula: C2H2F3N2
Source: OMol25
Level of theory: wB97M-V/def2-TZVPD

```
! wB97M-V def2-TZVPD RIJCOSX def2/J DEFGRID3
* xyz 1 1
C 0.2119 -0.0200 0.6038
C -1.3564 0.1022 0.0947
N 2.1369 0.1058 -0.8653
N 1.2010 -0.0842 -0.1813
F -1.8270 0.9797 0.9432
F -1.6059 0.4287 -1.1770
F -1.8400 -1.1037 0.3431
H 0.2713 -0.1221 1.7573
H 2.8082 -0.2863 -1.5186
*
```

Results
Kohn-Sham gap	9.5582	eV
LUMO	-0.26407	Eh
structure (SMILES)	N=[N+]=CC(F)(F)F

---

Of them, the most stable is (1) and the least stable is (2).